(1)
Molecular formula: C3H10N2O4
Method: DFT, ωB97M-V/def2-TZVPD

gap between HOMO and LUMO: 7.156 eV
E_LUMO: 0.352 eV
HOMO energy: -6.8 eV

```
19
Properties=species:S:1:pos:R:3:forces:R:3
C 1.569 1.584 -0.464 0.8 -2.3 -0.1
C 1.785 0.223 0.269 -1.5 3.1 -0.4
C -0.682 0.037 1.187 2.4 1.8 -0.7
N 1.578 -0.835 -0.458 0.2 -1.4 -2.9
N -3.594 0.030 -1.306 -0.1 -1.3 -0.5
O 1.660 -2.055 0.094 0.7 -1.3 1.4
O 2.532 0.126 1.342 -0.4 1.9 -0.1
O -1.601 0.809 1.174 -0.9 -0.4 0.2
O -0.809 -1.292 1.429 1.2 -1.3 0.0
H 2.360 2.357 -0.358 -0.2 -1.0 -0.4
H 0.669 2.003 -0.156 -1.5 0.7 1.1
H 1.287 1.192 -1.463 0.8 1.0 0.0
H 1.244 -0.994 -1.421 0.1 1.5 0.9
H -2.631 0.010 -1.566 0.9 -0.3 0.0
H -3.918 0.808 -1.792 -1.1 1.4 -1.8
H -3.610 0.430 -0.414 0.3 0.1 2.2
H 2.840 -0.753 1.408 0.6 -2.0 0.4
H 0.974 -2.057 0.783 -0.8 -0.2 0.2
H -1.653 -1.622 1.712 -1.6 0.0 0.3
```
Positions in Å, forces in eV/Å.

(2)
Molecular formula: C24H43Cl2CoF3N3O7SSi
Method: DFT, ωB97M-V/def2-TZVPD

gap between HOMO and LUMO (spin up / spin down): 9.310 / 5.462 eV
E_LUMO (spin up / spin down): 0.417 / -3.431 eV
HOMO energy (spin up / spin down): -8.9 / -8.9 eV
2S+1: 5

```
85
Properties=species:S:1:pos:R:3:forces:R:3
C 3.247 -2.441 -5.772 0.0 -0.5 0.4
C 2.817 -1.578 -6.908 0.0 0.1 -1.0
H 2.816 -3.447 -5.880 0.1 0.3 0.1
H 2.965 -2.061 -4.791 0.0 0.0 -0.1
H 4.339 -2.555 -5.820 -0.1 0.0 0.2
C 2.916 -2.045 -8.164 0.1 0.7 0.4
C 3.356 -3.406 -8.570 0.1 -0.5 -0.4
H 2.795 -1.359 -8.999 -0.1 -0.1 0.2
H 2.861 -4.233 -8.040 0.1 0.3 0.0
H 4.446 -3.526 -8.446 -0.3 0.0 0.0
H 3.127 -3.520 -9.638 0.2 -0.2 0.3
Co 2.635 1.542 -4.337 -0.9 -0.5 1.5
Cl 4.022 2.943 -5.178 0.0 0.1 0.3
C 0.752 3.110 -2.723 -0.7 0.1 0.4
O 0.739 1.993 -3.273 1.0 0.4 -0.1
N -0.332 3.752 -2.256 1.2 -0.8 -0.4
C -1.680 3.215 -2.271 -0.3 0.2 -0.3
C -0.117 5.169 -2.098 0.6 0.5 0.0
H 1.698 3.656 -2.545 -0.4 -0.2 -0.3
H -1.760 2.291 -1.691 0.1 0.2 0.0
H -1.988 2.990 -3.301 0.0 0.2 0.3
H -2.330 4.010 -1.868 0.1 -0.6 -0.1
H 0.758 5.340 -1.471 -0.1 0.1 0.2
H -0.990 5.609 -1.635 0.0 0.3 -0.1
H 0.130 5.611 -3.074 -0.5 0.3 0.3
H -3.190 1.968 2.928 -0.2 -0.1 0.0
H -0.924 1.382 3.824 0.1 -0.2 -0.2
C -3.215 0.993 2.432 0.3 0.2 0.1
C -0.908 0.470 3.209 -0.1 -0.2 0.0
N -1.855 0.604 2.111 0.1 -0.3 0.1
H -3.784 1.059 1.508 0.0 0.0 0.1
C -1.528 0.201 0.862 -0.4 0.3 -0.7
O -2.271 0.275 -0.120 0.9 -0.2 0.9
H 0.101 0.314 2.799 -0.3 0.1 0.2
H -0.483 -0.180 0.824 -0.4 0.1 -0.2
H -3.671 0.267 3.115 0.0 0.1 -0.1
H -1.162 -0.390 3.855 0.1 0.3 -0.2
H 0.212 -3.827 -1.233 -0.2 -0.1 0.0
H -0.804 -4.186 -3.837 -0.3 -0.2 0.2
C -0.739 -4.339 -1.021 0.0 0.6 0.2
C -1.690 -4.560 -3.296 0.2 -0.2 -0.2
N -1.774 -3.987 -1.970 0.0 -0.1 -0.1
H -1.101 -4.000 -0.045 0.3 -0.2 0.0
C -2.788 -3.146 -1.644 -0.6 0.1 -1.1
O -3.694 -2.824 -2.415 0.9 -0.2 0.9
H -2.585 -4.304 -3.867 0.1 0.0 0.2
H -2.710 -2.769 -0.613 -0.1 0.0 0.0
H -0.532 -5.417 -0.993 -0.3 0.2 0.0
H -1.615 -5.650 -3.193 0.0 0.1 -0.2
O 2.068 0.236 -5.435 -0.6 -0.2 0.2
C 2.607 -0.082 -6.689 1.5 -0.5 -0.6
C 0.925 0.018 -8.659 0.2 0.0 0.0
C 1.856 0.634 -7.811 -0.4 0.3 -0.1
H 0.737 -1.054 -8.549 -0.2 0.7 0.0
C 0.343 0.734 -9.713 0.4 0.1 0.3
H 3.627 0.364 -6.645 -0.4 -0.1 -0.4
C 2.137 1.989 -7.970 0.2 0.0 -0.1
H -0.394 0.226 -10.335 0.3 0.2 0.0
C 0.732 2.059 -9.947 -0.2 -0.1 0.5
C 1.583 2.695 -9.031 -0.1 0.2 -0.5
H 2.851 2.458 -7.280 -0.5 -0.1 -0.5
H 0.368 2.601 -10.822 0.0 -0.1 0.4
H 1.822 3.753 -9.179 0.0 -0.4 0.1
Si -0.748 -0.192 -5.075 -0.4 1.1 0.1
Cl 0.154 -1.834 -4.119 0.8 0.4 0.4
C -1.214 -1.123 -6.616 -0.5 0.1 -0.2
C -0.502 1.662 -5.683 0.7 -0.2 -0.2
C -1.982 0.242 -3.769 -1.2 -0.1 0.2
H -1.205 -0.470 -7.486 -0.2 -0.1 0.0
H -2.257 -1.396 -6.396 0.2 -0.4 -0.3
H -0.590 -2.005 -6.828 -0.4 0.3 0.3
H -2.792 -0.497 -3.754 -0.1 0.1 0.1
H -2.403 1.250 -3.961 0.0 -0.9 0.1
H -1.587 0.253 -2.745 0.2 -0.1 -0.3
H -0.871 1.644 -6.722 0.4 0.1 0.2
H 0.496 2.141 -5.640 -0.8 -0.2 -0.4
H -1.199 2.292 -5.106 0.5 -0.4 -0.2
F 1.175 1.726 -0.287 1.0 -0.5 0.2
C 2.358 1.085 -0.048 -0.6 0.2 0.7
F 2.958 1.704 1.011 -0.7 -0.6 -1.0
F 2.050 -0.183 0.325 0.4 1.0 -0.4
S 3.533 1.206 -1.495 0.3 -0.4 0.5
O 3.516 2.629 -1.785 -0.1 -0.5 -0.3
O 4.721 0.641 -0.924 -0.3 0.1 -0.4
O 2.939 0.395 -2.611 0.4 0.8 0.2
```
Positions in Å, forces in eV/Å.

(3)
Molecular formula: C28H39ClN4O5Sc
Method: DFT, ωB97M-V/def2-TZVPD

gap between HOMO and LUMO (spin up / spin down): 3.503 / 3.442 eV
total charge: -1
E_LUMO (spin up / spin down): 2.511 / 2.568 eV
HOMO energy (spin up / spin down): -1.0 / -0.9 eV

```
78
Properties=species:S:1:pos:R:3:forces:R:3
Sc -0.108 0.020 -0.082 -1.7 -0.8 -0.4
Cl -1.812 -0.027 1.559 -2.6 -4.1 -3.0
N 0.103 2.085 -0.089 0.0 0.8 -0.7
N -0.007 -2.094 0.176 -0.3 -0.4 -0.8
C -0.823 2.861 -0.566 0.3 -1.0 0.7
C -0.813 -2.906 -0.434 0.8 1.3 0.3
C 1.114 2.879 0.630 -0.2 -0.1 -0.5
C 0.370 4.192 0.788 -0.9 0.6 -0.2
C 2.327 3.014 -0.269 0.5 0.0 -0.5
C 1.500 2.241 1.937 0.1 0.3 1.1
H 2.019 3.055 -1.327 0.2 0.1 0.3
H 2.997 2.150 -0.136 -0.2 0.3 -0.2
H 2.862 3.936 -0.013 0.1 -0.2 0.0
H 0.690 2.361 2.665 0.6 -0.1 -0.5
H 2.368 2.733 2.385 0.3 -0.1 -0.3
H 1.700 1.154 1.843 0.0 0.5 -0.1
C 0.812 -2.824 1.155 0.1 0.1 -0.3
C 0.629 -4.234 0.662 -0.4 -1.0 -1.0
C 0.248 -2.647 2.535 -0.2 0.3 0.5
C 2.261 -2.349 1.090 0.3 -0.2 0.0
H 2.628 -2.376 0.048 -0.1 0.1 0.5
H 2.875 -3.024 1.706 0.0 0.1 -0.1
H 2.373 -1.320 1.487 -0.2 -0.6 -0.3
H -0.817 -2.928 2.581 0.3 0.1 0.0
H 0.305 -1.596 2.858 -0.1 -0.7 -0.3
H 0.817 -3.245 3.263 -0.1 0.0 -0.2
O -0.593 -4.173 -0.192 0.6 -1.8 0.8
H 0.443 -4.978 1.442 0.0 0.2 -0.2
H 1.445 -4.561 -0.002 -0.2 0.0 0.2
O -0.701 4.119 -0.241 0.6 1.6 0.5
H 0.963 5.089 0.576 -0.2 -0.2 0.0
H -0.148 4.283 1.758 0.3 0.0 -0.4
C -2.011 2.436 -1.386 0.7 -0.2 0.3
C -1.935 -2.556 -1.377 0.5 0.2 0.5
C -1.611 -1.277 -2.113 -0.2 -1.1 -0.8
H -2.831 -2.429 -0.739 0.2 0.0 -0.3
H -2.078 -3.410 -2.039 -0.1 0.1 0.0
C -1.998 -0.062 -1.531 -0.6 0.5 2.2
C -1.660 1.162 -2.126 -0.4 1.0 -1.4
H -2.657 -0.072 -0.633 0.3 0.0 -1.0
C -1.024 1.174 -3.362 -0.3 0.8 1.1
C -0.687 -0.044 -3.951 0.8 -0.5 -0.8
C -0.578 2.463 -3.994 0.2 0.2 -0.2
C -0.971 -1.268 -3.348 0.2 -0.3 0.6
H -0.149 -0.039 -4.897 -0.1 0.0 0.0
C -0.458 -2.544 -3.961 0.2 -0.2 -0.3
H -0.039 -2.340 -4.958 -0.1 -0.1 0.3
H -1.248 -3.305 -4.071 0.2 0.2 0.0
H 0.351 -2.977 -3.344 -0.3 0.1 -0.2
H -1.397 3.196 -4.067 0.3 -0.2 0.0
H -0.193 2.272 -5.006 -0.1 0.1 0.3
H 0.243 2.926 -3.413 -0.3 -0.1 -0.2
H -2.255 3.271 -2.044 -0.1 -0.1 0.0
H -2.844 2.275 -0.677 0.3 0.1 -0.2
C 2.161 0.874 5.263 0.4 -0.4 -0.2
C 1.134 1.945 5.489 -0.9 0.9 0.4
C -0.371 1.566 5.323 -0.9 -0.3 0.9
C -1.005 0.774 6.542 -0.2 1.5 -0.3
C -0.278 -0.403 7.112 0.1 -0.6 0.1
C -1.178 2.874 5.183 -0.3 0.6 -0.9
O -1.344 3.669 6.095 0.2 -0.5 -0.2
N -1.730 3.177 3.919 -0.5 1.4 1.9
C -1.652 2.494 2.724 2.3 -2.5 2.4
O -2.155 2.943 1.707 0.0 0.0 0.2
N -0.889 1.372 2.914 1.4 1.4 2.4
C -0.515 0.736 4.096 -0.7 1.0 -2.5
O -0.179 -0.462 4.132 -0.3 1.7 0.3
H 2.053 0.012 5.918 -0.1 0.0 -0.1
H 3.147 1.300 5.425 0.2 0.1 0.1
H 2.142 0.521 4.233 -0.1 -0.1 0.1
H 1.198 2.383 6.493 0.2 -0.1 0.0
H 1.342 2.775 4.795 -0.1 -0.2 0.2
H -1.104 1.520 7.340 -0.1 0.0 0.0
H -2.038 0.502 6.270 0.3 0.0 -0.1
H 0.685 -0.115 7.521 0.2 0.0 0.0
H -0.858 -0.798 7.943 -0.1 0.0 0.2
H -0.144 -1.216 6.405 0.1 0.1 -0.2
H -2.237 4.041 3.854 -0.2 0.4 0.5
```
Positions in Å, forces in eV/Å.

(4)
Molecular formula: C13H33N4O2
Method: DFT, ωB97M-V/def2-TZVPD

gap between HOMO and LUMO: 8.416 eV
total charge: +1
E_LUMO: -3.550 eV
HOMO energy: -12.0 eV

```
52
Properties=species:S:1:pos:R:3:forces:R:3
N -4.398 -4.093 0.142 -0.1 0.2 0.0
C -3.108 -3.523 0.488 -0.1 -0.1 -0.1
C -2.370 -3.143 -0.814 0.1 0.0 0.1
C -0.961 -2.804 -0.444 0.0 0.1 0.0
N -0.807 -1.546 -0.297 0.2 0.2 0.1
C -2.038 -0.780 -0.590 -0.2 -0.2 -0.2
C -2.800 -1.798 -1.437 0.2 -0.2 -0.1
H -4.958 -3.432 -0.384 0.0 0.0 0.0
H -4.933 -4.304 0.975 0.0 -0.1 0.0
H -3.155 -2.652 1.155 0.0 0.0 0.0
H -2.528 -4.289 1.009 0.0 0.0 0.0
H -2.437 -4.000 -1.483 0.1 0.1 -0.1
H -0.141 -3.490 -0.266 0.0 0.0 0.1
H 0.077 -1.100 -0.008 0.1 -0.2 0.1
H -2.540 -0.573 0.355 0.1 0.2 0.0
H -1.768 0.140 -1.094 -0.1 0.1 0.1
H -2.391 -1.758 -2.449 -0.2 0.0 -0.1
H -3.872 -1.638 -1.505 0.0 0.0 0.2
C 2.299 -0.043 -1.695 -0.2 0.0 0.0
C 2.984 -0.130 -0.342 0.0 0.1 0.0
C 4.505 -0.293 -0.396 0.0 0.0 0.0
O 4.924 -1.583 -0.782 -0.1 0.0 0.0
C 5.018 -1.812 -2.178 0.1 0.0 0.0
N 2.342 -1.210 0.431 -0.2 0.0 -0.1
H 2.225 -1.027 -2.164 0.0 0.0 0.0
H 1.285 0.337 -1.547 0.0 0.0 -0.1
H 2.808 0.622 -2.392 0.1 0.0 0.1
H 2.795 0.806 0.196 0.0 0.0 0.0
H 4.900 -0.144 0.612 0.0 0.0 0.0
H 4.952 0.470 -1.044 0.0 0.0 0.0
H 5.360 -0.915 -2.702 0.0 0.0 0.0
H 4.066 -2.131 -2.612 0.0 0.0 0.0
H 5.748 -2.605 -2.326 0.0 0.0 0.0
H 2.691 -1.186 1.385 -0.1 0.0 0.0
H 2.698 -2.086 0.052 0.0 0.0 0.0
C -1.957 2.215 2.013 0.0 0.0 0.0
C -0.490 2.387 1.641 0.0 0.0 0.0
C 0.050 3.807 1.845 0.0 0.0 0.0
O -0.380 4.730 0.868 -0.1 -0.1 0.0
C -1.633 5.346 1.107 0.0 0.1 0.0
N -0.281 1.921 0.261 0.1 -0.2 0.0
H -2.612 2.632 1.247 0.0 0.0 0.0
H -2.199 1.156 2.116 0.0 0.0 0.0
H -2.188 2.704 2.960 0.0 0.0 0.0
H 0.102 1.738 2.296 0.0 0.0 0.0
H 1.139 3.772 1.756 0.0 0.0 0.0
H -0.189 4.170 2.852 0.0 0.0 0.0
H -1.787 5.525 2.176 0.0 0.0 0.0
H -2.467 4.750 0.727 0.0 0.0 0.0
H -1.626 6.302 0.589 0.0 0.0 0.0
H 0.715 1.933 0.059 0.0 0.0 0.0
H -0.669 2.628 -0.360 0.0 0.0 0.0
```
Positions in Å, forces in eV/Å.

Largest force on an atom? In order: 3.45; 1.79; 5.70; 0.34 eV/A.